Entry one
This record from the OMol25 dataset describes a 2-piece molecular cluster, CHN3O2 overall. The level of theory is the ωB97M-V functional and the def2-TZVPD basis.

The geometry in ORCA input format:
```
! RIJCOSX wB97M-V def2-TZVPD def2/J DEFGRID3
* xyz 0 1
O -1.484 -0.605 1.435
C -1.209 0.229 0.662
N 0.779 -0.512 0.171
N 1.022 0.176 -0.831
N 0.970 1.037 -1.558
O -1.154 1.150 -0.062
H 1.075 -1.476 0.184
*
```

* LUMO: 0.4 eV
* gap between HOMO and LUMO: 11.10 eV
* E_HOMO: -10.71 eV
* molecular weight: 87.0 g/mol

---

Entry two
This record from the OMol25 dataset describes one molecule with the formula CHN3O2. The level of theory is the ωB97M-V functional and the def2-TZVPD basis.

The geometry in ORCA input format:
```
! RIJCOSX wB97M-V def2-TZVPD def2/J DEFGRID3
* xyz 0 1
C 2.319 -0.732 -0.302
N 3.406 -1.083 -0.149
N 0.415 -1.273 1.187
N 1.017 -0.642 -0.250
O 0.136 0.322 -0.560
O -0.678 -0.788 1.308
H -0.622 0.192 0.140
*
```

* SMILES: N#CN(O)N=O
* LUMO (spin up / spin down): -1.8 / -1.8 eV
* gap between HOMO and LUMO (spin up / spin down): 8.15 / 8.15 eV
* E_HOMO (spin up / spin down): -9.96 / -9.96 eV
* molecular weight: 87.0 g/mol

---

What should be chosen as the least stable of them? Choose entry two.

---

Entry one
This record from the OMol25 dataset describes a 4-piece molecular cluster, C2H8O3 overall. The level of theory is the ωB97M-V functional and the def2-TZVPD basis.

The geometry in ORCA input format:
```
! RIJCOSX wB97M-V def2-TZVPD def2/J DEFGRID3
* xyz 0 1
C 0.000 -1.883 0.562
O 0.001 -1.453 -0.584
O -1.108 -2.298 1.177
H 0.700 0.105 -0.752
H -1.889 -1.988 0.690
H 0.872 -2.383 1.004
H 0.506 -0.099 1.701
C -0.018 1.935 -1.012
O 0.951 1.043 -0.496
H 0.780 0.484 1.148
H -0.026 1.908 -2.106
H -1.021 1.692 -0.648
H 0.252 2.938 -0.683
*
```

* LUMO: 0.7 eV
* gap between HOMO and LUMO: 10.60 eV
* E_HOMO: -9.89 eV
* molecular weight: 80.1 g/mol

---

Entry two
This record from the OMol25 dataset describes a 3-piece molecular cluster, C2H8O3 overall. The level of theory is the ωB97M-V functional and the def2-TZVPD basis.

The geometry in ORCA input format:
```
! RIJCOSX wB97M-V def2-TZVPD def2/J DEFGRID3
* xyz 0 1
O 0.518 0.926 0.248
C 1.304 1.154 -0.632
C 1.456 0.270 -1.793
H 1.930 2.051 -0.570
H 0.985 0.839 -2.637
H 1.069 -0.783 -1.553
H 2.492 0.234 -2.098
H -0.982 -1.203 -0.141
H -2.299 -1.910 -0.012
O -1.482 -1.987 -0.465
H -1.432 -0.038 2.511
H -1.515 0.430 3.844
O -2.043 0.017 3.299
*
```

* SMILES: CC=O.O.O
* LUMO: 0.8 eV
* gap between HOMO and LUMO: 11.21 eV
* E_HOMO: -10.45 eV
* molecular weight: 80.1 g/mol

---

Entry three
This record from the OMol25 dataset describes a 3-piece molecular cluster, C2H8O3 overall. The level of theory is the ωB97M-V functional and the def2-TZVPD basis.

The geometry in ORCA input format:
```
! RIJCOSX wB97M-V def2-TZVPD def2/J DEFGRID3
* xyz 0 1
C -2.304 -0.239 -2.709
C -2.074 -0.118 -1.406
O -2.316 1.046 -0.705
H -2.554 -1.118 -3.274
H -2.158 0.647 -3.311
H -1.968 -0.959 -0.731
H -2.580 1.670 -1.392
H -1.728 1.189 1.237
H -2.114 1.399 2.727
O -1.433 1.049 2.144
H 6.740 -2.534 1.333
H 6.416 -1.565 2.470
O 6.972 -1.674 1.692
*
```

* SMILES: C=CO.O.O
* LUMO: 0.8 eV
* gap between HOMO and LUMO: 10.23 eV
* E_HOMO: -9.43 eV
* molecular weight: 80.1 g/mol

---

What should be chosen as the least stable of them? Choose entry one.

---

Entry one
This record from the OMol25 dataset describes a 2-piece molecular cluster, C3H7O overall. The level of theory is the ωB97M-V functional and the def2-TZVPD basis.

The geometry in ORCA input format:
```
! RIJCOSX wB97M-V def2-TZVPD def2/J DEFGRID3
* xyz -1 1
C -1.693 0.638 -0.621
O -2.688 1.372 -0.883
C -1.606 -0.562 0.053
C 1.916 -0.033 0.311
H -0.728 1.138 -0.870
H -2.280 -1.150 0.667
H -0.663 -1.102 0.053
H 2.080 1.014 0.540
H 0.937 -0.382 0.637
H 2.074 -0.284 -0.736
H 2.651 -0.648 0.849
*
```

* LUMO: 4.1 eV
* gap between HOMO and LUMO: 6.09 eV
* E_HOMO: -2.01 eV
* molecular weight: 59.1 g/mol

---

Entry two
This record from the OMol25 dataset describes a 2-piece molecular cluster, C3H7O overall. The level of theory is the ωB97M-V functional and the def2-TZVPD basis.

The geometry in ORCA input format:
```
! RIJCOSX wB97M-V def2-TZVPD def2/J DEFGRID3
* xyz -1 1
C 1.174 0.189 -1.039
O -0.037 0.647 -0.927
C 2.318 0.923 -1.010
C -2.172 -0.650 1.194
H 1.371 -0.880 -1.335
H 2.357 1.870 -0.512
H 3.285 0.412 -0.947
H -1.812 -0.004 0.355
H -1.220 -0.738 1.687
H -2.412 -1.707 0.828
H -2.852 -0.063 1.706
*
```

* LUMO: 4.4 eV
* gap between HOMO and LUMO: 6.59 eV
* E_HOMO: -2.22 eV
* molecular weight: 59.1 g/mol

---

Entry three
This record from the OMol25 dataset describes a 2-piece molecular cluster, C3H7O overall. The level of theory is the ωB97M-V functional and the def2-TZVPD basis.

The geometry in ORCA input format:
```
! RIJCOSX wB97M-V def2-TZVPD def2/J DEFGRID3
* xyz -1 1
O 1.052 -1.847 0.839
H 1.277 -1.273 0.089
C -0.331 1.442 0.709
C -0.825 0.665 -0.318
C -0.177 0.205 -1.466
H -0.949 1.727 1.553
H 0.291 -1.337 1.173
H 0.737 1.611 0.802
H -1.898 0.463 -0.250
H -0.536 -0.700 -1.942
H 0.857 0.486 -1.648
*
```

* LUMO: 4.9 eV
* gap between HOMO and LUMO: 6.05 eV
* E_HOMO: -1.14 eV
* molecular weight: 59.1 g/mol

---

What should be chosen as the least stable of them? Choose entry three.

---

Entry one
This record from the OMol25 dataset describes a 2-piece molecular cluster, C2H8N2 overall. The level of theory is the ωB97M-V functional and the def2-TZVPD basis.

The geometry in ORCA input format:
```
! RIJCOSX wB97M-V def2-TZVPD def2/J DEFGRID3
* xyz -1 2
N 0.033 2.458 -1.321
C 0.360 1.223 -0.794
N 1.540 0.956 -0.408
H 0.849 3.033 -1.461
H -0.792 2.917 -0.971
H -0.511 0.583 -0.660
H 1.482 0.175 0.252
C -0.597 -2.273 1.091
H -0.251 -2.527 0.084
H 0.214 -2.424 1.804
H -1.456 -2.905 1.313
H -0.872 -1.218 1.070
*
```

* LUMO (spin up / spin down): 4.2 / 4.4 eV
* gap between HOMO and LUMO (spin up / spin down): 2.91 / 10.07 eV
* ⟨S²⟩: 0.75
* E_HOMO (spin up / spin down): 1.31 / -5.68 eV
* molecular weight: 60.1 g/mol

---

Entry two
This record from the OMol25 dataset describes a 2-piece molecular cluster, C2H8N2 overall. The level of theory is the ωB97M-V functional and the def2-TZVPD basis.

The geometry in ORCA input format:
```
! RIJCOSX wB97M-V def2-TZVPD def2/J DEFGRID3
* xyz -1 2
N -1.074 -0.997 -2.038
H -1.444 -0.519 -2.875
H -0.835 -0.229 -1.413
H -0.187 -1.275 -2.456
C -0.132 0.935 1.752
C 1.349 -0.226 0.372
N 1.180 0.820 1.175
H -0.058 1.348 2.754
H -0.739 1.603 1.118
H -0.646 -0.043 1.718
H 0.690 -1.123 0.467
H 1.897 -0.293 -0.573
*
```

* LUMO (spin up / spin down): 4.8 / 4.4 eV
* gap between HOMO and LUMO (spin up / spin down): 4.14 / 7.36 eV
* ⟨S²⟩: 0.75
* E_HOMO (spin up / spin down): 0.63 / -2.95 eV
* molecular weight: 60.1 g/mol

---

What should be chosen as the least stable of them? Choose entry two.

---

Entry one
This record from the OMol25 dataset describes a 2-piece molecular cluster, C4H5F3OS overall. The level of theory is the ωB97M-V functional and the def2-TZVPD basis.

The geometry in ORCA input format:
```
! RIJCOSX wB97M-V def2-TZVPD def2/J DEFGRID3
* xyz 0 1
C 0.209 -1.402 1.232
C 0.148 -0.902 0.019
C 0.047 -0.670 -1.286
C -3.642 -0.318 0.248
O -3.304 1.945 -1.088
F -4.398 -1.026 1.058
F -3.021 -1.081 -0.606
F -2.695 0.238 1.052
S -4.542 1.213 -0.353
H 0.853 -1.507 2.029
H -0.854 -1.978 1.419
H -2.695 2.392 -0.440
H -0.473 0.201 -1.706
H 0.680 -1.223 -1.972
*
```

* SMILES: OSC(F)(F)F.C=C=C
* LUMO: 0.3 eV
* gap between HOMO and LUMO: 9.62 eV
* E_HOMO: -9.32 eV
* molecular weight: 158.1 g/mol

---

Entry two
This record from the OMol25 dataset describes one molecule with the formula C4H5F3OS. The level of theory is the ωB97M-V functional and the def2-TZVPD basis.

The geometry in ORCA input format:
```
! RIJCOSX wB97M-V def2-TZVPD def2/J DEFGRID3
* xyz 0 1
C 1.017 0.450 0.321
C 0.873 -1.097 0.201
C -0.083 1.141 -0.462
C -1.365 0.421 0.033
O -0.985 -2.657 -0.660
F -0.153 2.498 -0.292
F -1.755 0.824 1.193
F -2.336 0.566 -0.872
S -0.885 -1.541 0.296
H 0.954 0.807 1.532
H 1.995 0.768 -0.183
H 1.364 -1.538 -0.667
H 1.261 -1.606 1.006
H 0.098 0.963 -1.446
*
```

* LUMO: 0.5 eV
* gap between HOMO and LUMO: 9.93 eV
* E_HOMO: -9.40 eV
* molecular weight: 158.1 g/mol

---

What should be chosen as the least stable of them? Choose entry one.